Record 1
Entry from the Open Molecules 2025 dataset: C29H30BrN4STi as an isolated structure at a distorted geometry (ωB97M-V/def2-TZVPD).

Calculated values
- charge = +1
- molecular weight (g/mol) = 594.43
- frontier orbital gap (hartree) = 0.281
- lowest unoccupied orbital energy (hartree) = -0.1058

```
66
Properties=species:S:1:pos:R:3:forces:R:3
Ti 0.797206 0.253173 -0.555420 0.576 -0.400 -0.230
C 2.282262 -0.142328 1.889243 0.176 -0.130 -0.026
C 1.996596 1.171977 1.513093 0.311 0.232 -0.072
C 0.970407 1.872020 2.160441 -0.062 0.023 0.020
C 0.242602 1.263925 3.168662 0.053 0.027 -0.105
C 0.531633 -0.047121 3.535895 0.000 0.034 -0.026
C 1.540989 -0.748902 2.901872 0.058 0.068 -0.094
H 3.122540 -0.663264 1.434818 -0.211 0.086 0.070
H 2.658201 1.696006 0.816381 -0.248 -0.199 0.187
H 0.786945 2.908884 1.902203 -0.003 -0.014 0.017
H -0.535523 1.809174 3.682421 -0.047 0.043 0.034
H -0.028042 -0.513417 4.333440 -0.043 -0.037 0.063
H 1.778424 -1.755838 3.210667 0.021 -0.090 0.020
C -0.974435 5.483386 -1.894318 0.003 0.080 0.076
C -1.124360 4.017414 -2.130981 -0.002 -0.300 0.045
C -1.673668 3.510533 -3.307853 0.068 -0.094 0.121
C -1.755985 2.144498 -3.510615 0.064 -0.117 0.255
C -1.266810 1.326450 -2.505319 -0.145 0.088 -0.154
Br -1.236739 -0.558331 -2.716928 0.072 0.128 -0.028
N -0.741915 1.768071 -1.372362 0.011 0.072 -0.358
C -0.677722 3.093477 -1.197439 -0.113 0.179 -0.026
H -1.783511 6.039230 -2.357858 -0.075 0.067 -0.042
H -0.037737 5.837045 -2.320476 0.087 0.056 -0.041
H -0.966116 5.712080 -0.831473 0.013 0.036 0.057
H -2.030317 4.186337 -4.072149 -0.032 0.056 -0.046
H -2.167654 1.723805 -4.414297 -0.015 -0.031 -0.025
H -0.238177 3.424170 -0.263358 0.030 0.032 -0.021
S 2.146588 1.610700 -1.953271 -0.352 0.053 0.043
C 3.526323 0.611249 -2.441332 -0.092 -0.097 0.074
C 3.326965 -0.486208 -3.269497 -0.093 0.125 -0.335
C 4.399695 -1.274308 -3.644868 0.153 0.221 -0.208
C 5.678099 -0.973639 -3.196871 -0.033 -0.005 -0.116
C 5.875696 0.121632 -2.371969 0.073 -0.096 -0.029
C 4.805506 0.913418 -1.993990 -0.070 0.107 0.075
H 2.322379 -0.727865 -3.608686 0.152 0.055 0.040
H 4.235596 -2.127792 -4.284458 -0.017 -0.109 -0.060
H 6.515830 -1.587149 -3.492540 0.068 -0.055 -0.028
H 6.866649 0.364974 -2.022834 0.136 0.028 0.042
H 4.961858 1.770045 -1.353301 0.003 0.064 0.028
C -1.876616 -3.849424 1.809082 -0.072 -0.073 0.056
C -1.771161 -2.409133 1.474391 0.110 0.101 -0.039
C -2.631294 -1.348782 1.697643 0.304 -0.071 -0.134
C -2.011511 -0.227957 1.145616 0.143 -0.041 -0.052
N -0.828565 -0.574255 0.615501 -0.225 0.245 0.075
N -0.711888 -1.902217 0.831984 0.225 -0.387 -0.082
C -2.550073 1.157814 1.114690 0.075 0.078 -0.003
H -2.669651 -4.006816 2.534245 -0.025 -0.017 0.023
H -0.946633 -4.222795 2.228785 0.098 -0.062 0.044
H -2.107911 -4.434407 0.921762 -0.022 -0.072 -0.075
H -3.577221 -1.384051 2.192817 -0.272 -0.015 0.145
H 0.127750 -2.369816 0.486617 -0.398 0.186 0.197
H -3.164106 1.333761 1.994536 -0.045 0.008 0.039
H -3.174833 1.311001 0.235158 -0.026 0.016 -0.054
H -1.750832 1.893913 1.098065 0.000 0.014 0.020
N 1.588194 -1.205493 -0.815529 -0.622 1.047 0.430
C 2.200415 -2.370713 -1.172497 0.291 -0.489 -0.045
C 3.593410 -2.467672 -1.109237 -0.130 -0.286 0.207
C 4.208349 -3.651365 -1.469151 -0.116 -0.110 0.113
C 3.451362 -4.737619 -1.890739 0.030 0.039 0.005
C 2.069204 -4.637668 -1.960064 0.075 0.011 -0.008
C 1.438837 -3.458487 -1.605804 0.038 -0.065 0.006
H 4.175857 -1.603604 -0.816157 -0.027 -0.005 0.040
H 5.284433 -3.723571 -1.430194 0.109 -0.020 -0.010
H 3.938667 -5.657308 -2.173638 0.052 -0.099 -0.024
H 1.481993 -5.475400 -2.297348 -0.079 -0.156 -0.060
H 0.359333 -3.368135 -1.675774 0.033 0.036 -0.010
```
Forces are in eV/Å.

Here are the Löwdin charges for atoms 1 to 2, given in e:
1. Ti 0.632
2. C -0.094

=====

Record 2
Entry from the Open Molecules 2025 dataset: C29H30CdINSi as an isolated structure at a distorted geometry (ωB97M-V/def2-TZVPD).

Calculated values
- molecular weight (g/mol) = 659.97
- frontier orbital gap (hartree) = 0.263
- lowest unoccupied orbital energy (hartree) = -0.0045

```
63
Properties=species:S:1:pos:R:3:forces:R:3
Cd 11.338842 11.803490 6.283098 1.077 -0.531 0.481
C 13.436570 12.402619 6.762064 -0.068 -1.058 -0.226
Si 13.818788 13.896288 7.707958 0.309 2.016 -0.297
C 13.044196 15.539442 6.840976 1.736 -0.622 0.381
N 11.642783 15.691516 6.970713 -1.063 -0.361 -1.852
C 11.004218 15.946290 8.224618 1.506 1.296 1.054
C 10.430832 17.378457 8.422988 -0.978 -0.505 0.756
C 9.709068 17.908563 7.204303 0.200 -0.438 -1.413
C 10.547959 17.673043 5.915680 0.209 0.555 0.592
C 10.940877 16.206986 5.776536 0.095 0.360 0.392
C 13.461485 13.969777 9.566105 -0.072 -0.257 0.293
C 12.778273 12.991953 10.299196 -0.626 -0.105 0.754
C 12.699546 13.039769 11.723088 0.491 1.092 -1.546
C 13.326329 14.112449 12.372359 -0.835 -0.896 0.249
C 13.932502 15.128690 11.647330 0.032 -0.293 -0.084
C 14.025687 15.060913 10.274533 0.268 -1.079 -0.780
C 15.711421 14.111660 7.634067 0.202 -0.322 -0.261
C 16.230956 14.426086 6.373064 -0.711 -0.529 -0.219
C 17.588291 14.604681 6.160259 0.382 0.479 -0.875
C 18.525697 14.351674 7.135850 -1.483 -0.600 1.230
C 18.006856 13.958306 8.394482 1.405 -0.128 0.147
C 16.652859 13.848033 8.648391 -0.762 0.516 0.653
H 13.940754 11.568646 7.326899 -0.868 0.364 -0.370
H 13.948075 12.359019 5.775972 -0.272 0.448 0.473
H 13.245927 15.448818 5.732169 0.236 0.175 1.242
H 13.570090 16.431481 7.265793 0.230 -0.368 -0.511
H 11.743551 15.785376 9.056330 -0.716 -0.082 -0.846
H 10.208059 15.244819 8.367819 -0.781 -0.515 0.174
H 11.074108 18.136669 8.894676 0.405 -0.425 -0.580
H 9.651738 17.227083 9.175413 0.023 0.114 0.273
H 9.443698 18.954109 7.331608 0.041 0.177 -0.055
H 8.755279 17.371114 7.023872 0.328 0.099 0.339
H 11.498789 18.217539 5.944180 -0.122 0.286 0.194
H 10.015699 18.038296 5.033326 -0.062 -0.166 -0.002
H 11.567061 16.144953 4.847054 -0.536 -0.510 0.970
H 10.022730 15.632468 5.690630 -0.303 -0.330 -0.480
H 12.222712 12.188272 9.780714 0.538 0.380 0.239
H 12.098621 12.318413 12.254337 0.196 -0.174 0.143
H 13.300622 14.122906 13.463766 0.030 0.258 -0.292
H 14.364558 15.957074 12.156710 0.356 0.484 0.402
H 14.686755 15.724415 9.710371 -0.466 0.253 0.297
H 15.547015 14.356576 5.501747 0.471 0.706 0.521
H 17.941789 15.003091 5.211803 -0.146 -0.402 -0.136
H 19.570605 14.354468 6.892042 0.328 0.260 0.253
H 18.701557 13.732064 9.217973 -0.271 0.083 -0.456
H 16.308446 13.615996 9.690884 0.374 0.120 -1.135
I 8.415941 11.552902 5.843531 0.375 -0.979 0.254
C 8.721147 9.394447 6.143302 -0.934 -0.665 -1.383
C 7.619479 8.627507 5.804007 -0.164 0.810 0.825
C 7.672267 7.216772 5.961654 1.168 0.890 0.075
C 8.833111 6.604815 6.357263 0.748 -0.113 -0.778
C 10.049980 7.377871 6.532726 -0.751 -0.741 -0.483
C 11.317231 6.740060 6.710523 0.847 0.296 -0.306
C 12.462331 7.510026 6.587036 -1.193 0.020 0.203
C 12.372157 8.905753 6.399745 0.203 0.460 0.093
C 11.193966 9.615165 6.325673 -0.652 -1.296 -0.096
C 10.001068 8.789722 6.323791 0.589 1.495 0.799
H 6.677573 9.105594 5.481962 0.616 -0.353 0.257
H 6.816738 6.669817 5.674642 -0.760 -0.686 -0.132
H 8.910185 5.500239 6.251288 -0.045 0.868 0.610
H 11.425550 5.650696 6.864486 -0.416 0.729 -0.092
H 13.461052 7.130417 6.661531 0.214 -0.619 0.071
H 13.327169 9.430298 6.353563 -0.171 0.060 -0.003
```
Forces are in eV/Å.

Here are the Löwdin charges for atoms 1 to 2, given in e:
1. Cd 1.121
2. C -0.410

=====

Record 3
Entry from the Open Molecules 2025 dataset: C29H30Cl2N4SSiW as an isolated structure (ωB97M-V/def2-TZVPD).

Calculated values
- charge = +2
- molecular weight (g/mol) = 749.49
- frontier orbital gap (alpha / beta) (hartree) = 0.221 / 0.221
- lowest unoccupied orbital energy (alpha / beta) (hartree) = -0.2792 / -0.2793

```
68
Properties=species:S:1:pos:R:3:forces:R:3
W -0.074177 1.436939 -0.511940 0.309 0.635 -0.385
C 3.627936 0.088113 3.951797 -0.006 0.040 -0.006
C 3.724509 1.537123 3.502705 0.004 -0.035 0.078
N 3.514681 1.669390 2.052359 -0.100 0.008 -0.040
C 2.317613 1.655784 1.509404 0.111 -0.003 -0.368
S 2.188421 1.616863 -0.299700 0.141 -0.057 0.234
N 1.201360 1.661345 2.189609 -0.142 -0.019 0.254
N 0.178807 1.510440 1.332973 0.242 0.094 -0.007
C -1.153363 1.870438 1.330433 -0.236 -0.180 0.170
C -2.192710 1.039593 2.024098 0.027 -0.032 0.002
C -1.403398 3.314369 1.021743 -0.082 -0.025 0.027
C -2.102650 4.274116 1.718401 0.032 -0.066 -0.003
C -2.217383 5.532320 1.136408 0.011 0.013 -0.037
C -1.659615 5.772152 -0.111821 0.011 -0.008 -0.009
C -0.998602 4.747014 -0.765838 0.054 0.039 -0.019
N -0.877845 3.547444 -0.199250 -0.016 -0.395 0.047
H 3.766948 0.032460 5.029858 0.010 -0.010 0.020
H 4.392368 -0.524277 3.475934 0.011 -0.017 -0.008
H 2.646130 -0.321234 3.714906 -0.019 -0.022 0.002
H 4.706176 1.954678 3.717268 -0.024 0.020 -0.009
H 2.973317 2.151014 3.998111 0.038 0.015 -0.008
H 4.315535 1.709495 1.441488 0.014 -0.007 -0.003
H -1.962323 -0.023112 1.943695 -0.038 0.092 0.008
H -3.182501 1.231285 1.609129 -0.010 0.006 0.001
H -2.217710 1.297084 3.086933 -0.001 0.005 0.009
H -2.530257 4.053916 2.686272 -0.012 -0.002 0.007
H -2.740190 6.323756 1.655965 -0.006 0.008 0.007
H -1.737634 6.741121 -0.581767 -0.004 0.027 0.000
H -0.559260 4.881062 -1.745989 -0.003 0.005 -0.005
Cl -0.013620 1.909498 -3.099798 0.076 -0.035 -0.036
C -1.740613 1.430682 -3.276872 -0.097 -0.007 -0.073
Cl -2.448056 1.418066 -1.641668 -0.238 0.025 -0.071
H -1.776242 0.422793 -3.683853 0.044 -0.014 0.048
H -2.246561 2.173066 -3.885707 0.041 0.009 0.048
C 4.137523 -2.734850 -1.718679 0.022 -0.003 0.019
C 3.626087 -1.677275 -2.462168 -0.003 0.035 -0.020
C 2.358786 -1.195617 -2.188933 -0.024 0.000 0.043
C 1.571840 -1.756872 -1.176286 -0.038 0.089 0.036
C 2.103972 -2.813696 -0.435267 0.018 0.038 -0.083
C 3.377176 -3.300090 -0.709081 0.004 0.004 0.030
Si -0.198323 -1.230757 -0.842552 -0.132 -0.071 0.002
C -1.252428 -1.614339 -2.351495 0.110 -0.073 0.151
C -2.651314 -1.615735 -2.297694 -0.049 0.049 0.005
C -3.411421 -1.864688 -3.431073 -0.029 -0.008 0.026
C -2.786620 -2.125253 -4.644999 0.039 -0.007 0.004
C -1.399907 -2.159343 -4.714291 -0.051 0.015 0.018
C -0.641758 -1.912798 -3.576558 -0.007 0.005 -0.006
C -0.808789 -2.019608 0.731231 0.017 0.049 -0.069
C -1.866219 -2.928459 0.772508 -0.023 -0.015 -0.035
C -2.242912 -3.522879 1.971296 -0.037 0.017 -0.031
C -1.566001 -3.220342 3.141321 -0.030 -0.008 0.007
C -0.498404 -2.330552 3.114191 0.050 0.016 0.024
C -0.125909 -1.737311 1.920828 -0.004 -0.097 0.015
H 5.127860 -3.114490 -1.929841 0.009 -0.014 -0.010
H 4.214534 -1.235977 -3.255310 0.019 0.002 -0.013
H 1.981552 -0.366766 -2.782428 -0.010 -0.017 -0.022
H 1.522464 -3.269861 0.354111 -0.014 -0.048 0.027
H 3.769657 -4.125044 -0.131002 0.018 -0.028 0.012
H -3.159437 -1.412797 -1.359852 0.008 -0.042 -0.048
H -4.490751 -1.870418 -3.365923 -0.040 -0.004 -0.006
H -3.380191 -2.327384 -5.526028 -0.007 0.004 -0.020
H -0.908615 -2.396619 -5.647975 0.007 -0.004 -0.022
H 0.436810 -1.980787 -3.642570 -0.019 0.019 -0.009
H -2.397163 -3.197814 -0.133809 0.046 0.011 0.043
H -3.063733 -4.226576 1.983762 -0.012 -0.022 0.019
H -1.861628 -3.683983 4.072594 0.005 -0.008 0.012
H 0.044124 -2.108781 4.023679 0.008 0.002 0.020
H 0.720063 -1.057060 1.913011 0.006 0.008 0.010
```
Forces are in eV/Å.

Here are the Löwdin charges for atoms 1 to 2, given in e:
1. W 0.999
2. C -0.063